Record 1
The following is a DFT calculation (ωB97M-V with the def2-TZVPD basis set) of C6H9N3 as an isolated structure at a distorted geometry.

XYZ file:
```
18
Properties=species:S:1:pos:R:3:mulliken_charge:R:1
C 1.50 -0.27 -1.23 -0.040
C 0.43 -1.38 0.83 -0.037
C 0.74 -0.17 -0.02 1.076
C -1.01 -1.77 1.07 -1.082
C -0.30 2.19 -0.90 -1.360
C -0.58 0.77 -0.58 -0.537
N 2.18 -0.38 -2.15 -0.512
N 1.18 -0.63 1.85 -0.416
N 1.45 0.33 1.14 -0.287
H 1.08 -2.23 0.59 0.497
H -1.33 -2.20 0.16 0.278
H -1.47 -0.71 1.26 0.155
H -1.04 -2.39 1.91 0.449
H 0.18 2.73 -0.01 0.315
H -1.25 2.71 -0.96 0.355
H 0.43 2.51 -1.61 0.404
H -0.88 0.08 -1.47 0.311
H -1.30 0.80 0.15 0.429
```

Total energy, a.u.: -398.16200
Total charge: 0
Kohn-Sham gap, eV: 10.49
E_HOMO, Ha: -0.3633
Relative energy (zero: lowest compared OMol25 entry of this formula, charge and spin), eV: 3.0869
Lowest unoccupied orbital energy, Ha: 0.02231


Record 2
The following is a DFT calculation (ωB97M-V with the def2-TZVPD basis set) of one molecule with the formula C6H9N3O at a distorted geometry.

XYZ file:
```
19
Properties=species:S:1:pos:R:3:mulliken_charge:R:1
N 0.10 -2.47 -0.05 -0.436
C 0.10 -1.83 1.12 0.327
O 1.20 -1.86 1.71 -0.656
C -0.92 -0.70 1.35 0.548
N -2.30 -1.00 1.05 -0.701
C -0.48 0.50 0.61 -0.515
C -0.14 1.47 -0.02 -0.082
C 0.28 2.62 -0.78 0.093
C 1.68 2.70 -1.30 -0.370
N 0.57 2.49 -2.22 -0.597
H -0.79 -2.78 -0.41 0.219
H 1.17 -2.75 -0.17 0.299
H -0.83 -0.48 2.43 0.263
H -2.48 -1.10 0.06 0.249
H -2.64 -1.83 1.54 0.251
H -0.22 3.56 -0.52 0.322
H 2.16 3.67 -1.36 0.245
H 2.34 1.86 -1.08 0.257
H 0.51 1.51 -2.50 0.283
```

Total energy, a.u.: -473.41948
Total charge: 0
Kohn-Sham gap, eV: 9.74
SMILES string: NC(=O)[C@H](N)C#C[C@H]1CN1
E_HOMO, Ha: -0.3401
Relative energy (zero: lowest compared OMol25 entry of this formula, charge and spin), eV: 3.5442
Lowest unoccupied orbital energy, Ha: 0.01793


Record 3
The following is a DFT calculation (ωB97M-V with the def2-TZVPD basis set) of an isolated ion of composition C6H9N3O and charge +2 at a distorted geometry.

XYZ file:
```
19
Properties=species:S:1:pos:R:3:mulliken_charge:R:1
C 2.76 0.04 -0.43 -0.144
N 1.63 0.16 0.08 0.007
C 0.50 0.50 0.54 -0.068
N 0.21 0.96 1.73 -0.222
N -0.73 0.34 -0.45 0.056
C -0.93 1.48 -1.31 -0.848
C -1.48 -0.73 -0.48 0.539
C -1.35 -1.93 0.22 -0.942
C -0.38 -2.34 1.03 0.677
O 0.43 -2.76 1.70 -0.129
H 3.26 0.87 -0.93 0.309
H 3.29 -0.91 -0.38 0.288
H -0.73 1.19 2.01 0.297
H 0.94 1.17 2.41 0.278
H -0.60 2.39 -0.83 0.339
H -0.38 1.36 -2.25 0.342
H -1.99 1.59 -1.56 0.368
H -2.32 -0.66 -1.16 0.452
H -2.13 -2.69 0.07 0.403
```

Total energy, a.u.: -472.82130
Total charge: +2
Kohn-Sham gap, eV: 9.48
SMILES string: C=NC(=[NH2+])/[N+](C)=C\C=C=O
E_HOMO, Ha: -0.6744
Relative energy (zero: lowest compared OMol25 entry of this formula, charge and spin), eV: 0.0000
Lowest unoccupied orbital energy, Ha: -0.32601


Record 4
The following is a DFT calculation (ωB97M-V with the def2-TZVPD basis set) of one molecule with the formula C6H9N3O2 at a distorted geometry.

XYZ file:
```
20
Properties=species:S:1:pos:R:3:mulliken_charge:R:1
C 2.04 1.66 0.17 -0.324
C 0.77 2.30 0.23 -0.285
C 2.05 0.43 -0.45 -0.172
C -0.22 0.19 0.11 -0.148
C -2.62 -0.35 -0.58 -0.998
C -0.84 -1.91 0.20 -1.038
N -0.30 1.54 0.07 -0.045
N 2.76 -0.62 -0.07 0.933
N -1.21 -0.58 -0.10 0.137
O 3.88 -0.47 -0.59 -0.607
O 2.24 -1.63 0.36 -0.659
H 2.96 2.00 0.62 0.369
H 0.60 3.17 0.82 0.317
H -2.81 0.45 -1.30 0.343
H -2.99 -1.25 -0.98 0.400
H -3.17 -0.06 0.36 0.339
H -1.61 -2.40 0.77 0.440
H -0.66 -2.52 -0.68 0.373
H 0.24 -1.96 0.72 0.343
H -1.12 2.03 0.30 0.283
```

Total energy, a.u.: -548.46642
Total charge: 0
Kohn-Sham gap, eV: 7.93
E_HOMO, Ha: -0.2785
Relative energy (zero: lowest compared OMol25 entry of this formula, charge and spin), eV: 9.6589
Lowest unoccupied orbital energy, Ha: 0.01305


Record 5
The following is a DFT calculation (ωB97M-V with the def2-TZVPD basis set) of one molecule with the formula C6H9N3O2 at a distorted geometry.

XYZ file:
```
20
Properties=species:S:1:pos:R:3:mulliken_charge:R:1
C 2.71 -1.56 -0.23 -0.926
N 1.67 -0.63 0.16 -0.240
C 0.77 -0.31 -0.77 0.155
N -0.26 0.42 -0.70 -0.417
C -0.47 1.53 0.12 -0.141
C -1.70 1.92 0.70 -0.501
C -2.89 1.37 0.54 0.163
N -3.27 0.45 -0.25 -0.436
C -4.29 -0.44 -0.05 0.618
O -4.85 -0.81 0.96 -0.553
O -4.72 -0.93 -1.33 -0.508
H 2.94 -2.32 0.47 0.328
H 2.46 -2.04 -1.07 0.367
H 3.59 -0.89 -0.60 0.286
H 1.91 -0.16 1.13 0.306
H 0.78 -1.08 -1.58 0.225
H 0.37 2.15 0.34 0.406
H -1.68 2.85 1.31 0.251
H -3.69 1.95 1.10 0.257
H -4.12 -0.44 -1.91 0.358
```

Total energy, a.u.: -548.68594
Total charge: 0
Kohn-Sham gap (spin up / spin down), eV: 7.95 / 7.95
SMILES string: CN\C=N/C=C\C=N\C(=O)O
E_HOMO (spin up / spin down), Ha: -0.3153 / -0.3153
Relative energy (zero: lowest compared OMol25 entry of this formula, charge and spin), eV: 3.6853
Lowest unoccupied orbital energy (spin up / spin down), Ha: -0.02307 / -0.02308


Record 6
The following is a DFT calculation (ωB97M-V with the def2-TZVPD basis set) of one molecule with the formula C6H9N3O2 at a distorted geometry.

XYZ file:
```
20
Properties=species:S:1:pos:R:3:mulliken_charge:R:1
C -2.99 0.66 -0.71 -1.010
C -2.21 0.60 0.60 -0.548
N -0.83 0.23 0.37 0.180
C -0.32 -1.06 0.35 -0.015
N 0.91 -1.37 0.19 -0.448
C 2.00 -0.61 -0.01 0.346
C 3.30 -1.38 -0.11 -1.347
C 2.12 0.74 -0.12 0.811
O 2.64 1.77 -0.27 -0.440
N 0.13 1.14 0.16 0.166
O -0.16 2.33 0.16 -0.608
H -3.03 -0.31 -1.19 0.304
H -2.53 1.38 -1.39 0.328
H -4.01 0.99 -0.50 0.341
H -2.64 -0.12 1.29 0.385
H -2.19 1.59 1.06 0.292
H -1.04 -1.85 0.50 0.326
H 3.19 -2.19 -0.83 0.325
H 4.11 -0.73 -0.41 0.346
H 3.54 -1.82 0.86 0.267
```

Total energy, a.u.: -548.65288
Total charge: 0
Kohn-Sham gap (spin up / spin down), eV: 8.00 / 8.00
SMILES string: CCN(/C=N\C(C)=C=O)N=O
E_HOMO (spin up / spin down), Ha: -0.2900 / -0.2900
Relative energy (zero: lowest compared OMol25 entry of this formula, charge and spin), eV: 4.5850
Lowest unoccupied orbital energy (spin up / spin down), Ha: 0.00387 / 0.00393


Record 7
The following is a DFT calculation (ωB97M-V with the def2-TZVPD basis set) of C6H9N3O2S as an isolated structure at a distorted geometry.

XYZ file:
```
21
Properties=species:S:1:pos:R:3:mulliken_charge:R:1
C -2.48 -0.33 0.05 0.638
C -2.30 1.04 -0.09 -0.857
C -1.00 1.62 -0.14 0.426
C -0.09 -0.65 -0.07 0.321
C 2.83 -0.76 -0.27 -0.615
C 3.00 0.49 0.56 -0.564
H -4.64 -0.42 -0.04 0.309
H -3.57 -1.84 -0.25 0.237
H -3.03 1.70 0.09 0.467
H -1.22 -2.13 0.04 0.189
H 2.89 -0.58 -1.25 0.462
H 3.60 -1.68 0.11 0.310
H 3.99 0.50 0.63 0.500
H 2.45 0.18 1.39 0.358
H 1.44 1.74 -0.43 0.508
N -3.66 -0.99 0.19 -0.534
N 0.08 0.67 -0.07 -0.419
N -1.36 -1.14 -0.01 -0.152
O -0.77 2.77 -0.14 -0.597
O 2.65 1.56 -0.14 -0.721
S 1.19 -1.73 -0.16 -0.266
```

Total energy, a.u.: -946.84736
Total charge: 0
Kohn-Sham gap, eV: 8.99
E_HOMO, Ha: -0.3262
Relative energy (zero: lowest compared OMol25 entry of this formula, charge and spin), eV: 3.8767
Lowest unoccupied orbital energy, Ha: 0.00417


Record 8
The following is a DFT calculation (ωB97M-V with the def2-TZVPD basis set) of a 2-piece molecular cluster, C6H9N3O3 overall at a distorted geometry.

XYZ file:
```
21
Properties=species:S:1:pos:R:3:mulliken_charge:R:1
C -0.55 -1.29 0.61 -0.713
O -1.28 -0.08 0.42 -0.301
C -2.54 -0.23 -0.03 0.608
O -3.05 -1.30 -0.25 -0.599
C -3.24 1.11 -0.16 -0.252
O -2.39 2.20 -0.29 -0.518
H -1.06 -1.91 1.35 0.403
H 0.43 -1.00 0.98 0.255
H -0.49 -1.85 -0.31 0.254
H -3.92 1.19 0.71 0.207
H -3.88 1.06 -1.04 0.318
H -1.66 2.07 0.33 0.347
C 3.14 -0.70 -0.33 -0.192
C 3.54 0.46 0.29 -0.139
N 2.74 1.53 0.40 -0.393
N 1.53 1.48 -0.10 -0.290
N 1.07 0.41 -0.71 0.017
C 1.86 -0.67 -0.84 -0.242
H 3.78 -1.56 -0.43 0.373
H 4.53 0.58 0.74 0.408
H 1.41 -1.50 -1.34 0.450
```

Total energy, a.u.: -623.92811
Total charge: 0
Kohn-Sham gap, eV: 9.88
SMILES string: COC(=O)CO.c1cnnnc1
E_HOMO, Ha: -0.3665
Relative energy (zero: lowest compared OMol25 entry of this formula, charge and spin), eV: 2.7391
Lowest unoccupied orbital energy, Ha: -0.00340


Record 9
The following is a DFT calculation (ωB97M-V with the def2-TZVPD basis set) of one molecule with the formula C6H9N3O3 at a distorted geometry.

XYZ file:
```
21
Properties=species:S:1:pos:R:3:mulliken_charge:R:1
C 3.82 -1.18 0.10 -0.388
C 4.36 0.07 0.08 0.897
C 1.07 0.08 0.18 0.046
C -1.18 -0.39 0.94 -1.603
C -0.83 0.97 -1.18 -1.713
C -0.39 0.63 0.25 1.772
N 2.60 -1.73 0.14 -1.133
N 1.42 -1.24 0.25 0.630
N 2.22 0.74 0.18 -0.140
O 4.99 1.02 -0.02 -0.290
O 2.20 1.97 0.05 -0.671
O -0.32 1.79 1.10 -0.581
H 4.56 -2.10 0.32 0.233
H -0.69 -0.38 1.99 0.390
H -2.21 -0.11 1.06 0.366
H -1.06 -1.39 0.48 0.273
H -0.18 1.63 -1.64 0.490
H -1.70 1.56 -1.08 0.453
H -0.85 0.17 -1.94 0.349
H 0.76 -1.96 0.49 0.226
H -0.08 2.55 0.60 0.392
```

Total energy, a.u.: -623.80733
Total charge: 0
Kohn-Sham gap (spin up / spin down), eV: 7.26 / 7.25
E_HOMO (spin up / spin down), Ha: -0.2859 / -0.2856
Relative energy (zero: lowest compared OMol25 entry of this formula, charge and spin), eV: 6.0255
Lowest unoccupied orbital energy (spin up / spin down), Ha: -0.01920 / -0.01930


Record 10
The following is a DFT calculation (ωB97M-V with the def2-TZVPD basis set) of a 2-piece molecular cluster, C6H9N3O3S overall at a distorted geometry.

XYZ file:
```
22
Properties=species:S:1:pos:R:3:mulliken_spin:R:1
C -0.55 -0.73 -2.02 0.029
C -1.26 0.12 -2.81 -0.032
C -1.57 0.89 -0.81 0.121
C -0.80 -0.25 -0.71 0.030
C -0.89 -1.37 3.80 0.024
C 2.17 1.25 -1.60 0.217
N -0.12 -1.11 2.63 0.238
N -0.62 -0.91 1.57 0.482
N -0.27 -0.82 0.44 0.136
O 1.22 1.52 0.94 0.173
O -1.92 1.05 -2.16 0.006
O 1.89 -0.73 0.27 0.369
S 2.26 0.73 0.29 0.236
H 0.01 -1.63 -2.13 0.001
H -1.10 0.39 -3.80 -0.001
H -1.91 1.49 -0.02 0.002
H -1.51 -2.32 3.56 -0.004
H -1.45 -0.41 3.92 -0.006
H -0.23 -1.39 4.64 -0.005
H 3.19 1.20 -2.07 -0.009
H 1.87 2.31 -1.52 -0.002
H 1.58 0.72 -2.41 -0.005
```

Total energy, a.u.: -1021.91234
Total charge: 0
Kohn-Sham gap (spin up / spin down), eV: 7.74 / 5.68
E_HOMO (spin up / spin down), Ha: -0.2573 / -0.3040
Relative energy (zero: lowest compared OMol25 entry of this formula, charge and spin), eV: 3.5896
<S²>: 2.02
Lowest unoccupied orbital energy (spin up / spin down), Ha: 0.02713 / -0.09508
Spin multiplicity: 3


Record 11
The following is a DFT calculation (ωB97M-V with the def2-TZVPD basis set) of one molecule with the formula C6H9N3O4 at a distorted geometry.

XYZ file:
```
22
Properties=species:S:1:pos:R:3:mulliken_charge:R:1
C 0.96 -2.01 0.63 -1.640
C 0.16 -0.76 0.17 0.172
N 1.07 0.34 -0.19 -0.485
C 1.44 1.31 0.52 0.291
C 2.12 2.54 -0.08 0.369
O 3.06 3.10 0.40 -0.565
O 1.61 2.86 -1.23 -0.441
N -0.67 -1.10 -0.91 -0.122
C -1.50 -0.15 -1.38 -0.032
C -1.91 0.97 -0.78 -0.343
N -1.88 2.20 -0.70 0.676
O -1.03 2.96 -1.11 -0.786
O -2.91 2.78 -0.03 -0.412
H 1.48 -1.78 1.54 0.368
H 1.69 -2.38 -0.03 0.460
H 0.46 -2.91 0.76 0.475
H -0.47 -0.36 1.13 0.338
H 1.24 1.58 1.62 0.296
H 0.88 2.32 -1.49 0.375
H -0.24 -1.72 -1.62 0.307
H -2.11 -0.34 -2.28 0.359
H -2.61 3.63 0.27 0.341
```

Total energy, a.u.: -699.04403
Total charge: 0
Kohn-Sham gap, eV: 9.49
SMILES string: C[C@@H](/N=C/C(=O)O)NC=C=[N+]([O-])O
E_HOMO, Ha: -0.3352
Relative energy (zero: lowest compared OMol25 entry of this formula, charge and spin), eV: 4.0973
Lowest unoccupied orbital energy, Ha: 0.01371


Record 12
The following is a DFT calculation (ωB97M-V with the def2-TZVPD basis set) of one molecule with the formula C6H9N5O2 at a distorted geometry.

XYZ file:
```
22
Properties=species:S:1:pos:R:3:mulliken_charge:R:1
O -0.18 -3.20 0.08 -0.615
C 0.12 -2.05 -0.09 0.137
N 1.40 -1.62 0.07 -0.182
C 1.89 -0.27 -0.37 0.156
N 3.03 -0.16 0.56 -0.423
O 3.94 0.91 0.07 -0.455
N 0.97 0.73 -0.20 -0.620
C -0.32 0.49 -0.11 0.163
N -1.21 1.52 -0.02 -0.201
C -2.60 1.33 -0.10 -0.434
C -2.85 -0.05 0.47 -0.062
N -2.08 -1.06 0.42 -0.568
C -0.91 -0.88 -0.47 0.398
H 2.03 -2.32 0.38 0.267
H 2.24 -0.23 -1.39 0.254
H 2.69 0.25 1.53 0.312
H 3.66 1.82 0.14 0.313
H -0.72 2.49 0.06 0.333
H -2.96 1.33 -1.15 0.222
H -3.13 2.13 0.56 0.327
H -3.80 -0.12 1.07 0.340
H -1.21 -1.04 -1.49 0.342
```

Total energy, a.u.: -658.19734
Total charge: 0
Kohn-Sham gap, eV: 9.48
SMILES string: O=C1N[C@H](NO)N=C2NCC=N[C@H]12
E_HOMO, Ha: -0.3315
Relative energy (zero: lowest compared OMol25 entry of this formula, charge and spin), eV: 1.6775
Lowest unoccupied orbital energy, Ha: 0.01685


Record 13
The following is a DFT calculation (ωB97M-V with the def2-TZVPD basis set) of a 2-piece molecular cluster, C6H9NO overall at a distorted geometry.

XYZ file:
```
17
Properties=species:S:1:pos:R:3:mulliken_spin:R:1
N -0.62 2.11 -0.14 0.125
C -0.42 0.79 0.28 -0.115
C -0.88 -0.23 -0.64 0.381
C -0.99 -1.54 -0.19 -0.090
C -0.58 -1.89 1.09 0.022
C -0.14 -0.91 2.02 0.350
C -0.16 0.40 1.60 0.125
H -0.56 2.87 0.52 -0.075
H -0.66 2.34 -1.11 -0.001
H -1.24 0.08 -1.62 0.139
H -1.54 -2.32 -0.73 0.015
H -0.49 -2.98 1.20 0.001
H 0.10 -1.23 3.04 0.050
H -0.03 1.26 2.30 0.039
H 2.65 0.54 -3.31 -0.028
H 2.59 0.59 -1.78 0.004
O 2.99 0.12 -2.53 0.057
```

Total energy, a.u.: -363.95320
Total charge: -1
Kohn-Sham gap (spin up / spin down), eV: 2.61 / 6.34
E_HOMO (spin up / spin down), Ha: 0.0458 / -0.0983
Relative energy (zero: lowest compared OMol25 entry of this formula, charge and spin), eV: 0.2138
<S²>: 0.76
Lowest unoccupied orbital energy (spin up / spin down), Ha: 0.14155 / 0.13476
Spin multiplicity: 2